95
Properties=species:S:1:pos:R:3 method="wB97M-V/def2-TZVPD" relative_energy_kcal_mol=0.00 charge=-1
N 3.24 1.79 -2.26
N 3.97 0.90 -1.41
C 3.16 0.31 -0.36
C 4.16 -0.09 0.77
C 3.62 -1.15 1.70
F 4.00 -2.44 1.30
C 2.44 -0.98 -0.81
C 1.73 -0.91 -2.15
C 0.39 -0.18 -2.08
O -0.42 -0.71 -1.03
C 2.17 1.30 0.33
O 2.44 2.52 0.40
O 1.14 0.79 0.85
H 3.73 2.68 -2.29
H 3.32 1.44 -3.21
H 4.79 1.33 -1.02
H 5.16 -0.30 0.38
H 4.27 0.82 1.38
H 4.01 -1.00 2.71
H 2.54 -1.10 1.80
H 1.72 -1.34 -0.09
H 3.20 -1.76 -0.90
H 1.50 -1.92 -2.53
H 2.30 -0.43 -2.95
H 0.50 0.90 -2.02
H -0.15 -0.44 -3.01
H -0.66 0.06 -0.51
C -3.11 4.16 2.25
O -4.21 3.29 1.85
P -3.93 1.66 1.63
O -4.69 1.40 0.39
O -4.81 1.25 2.95
C -4.55 1.89 4.20
O -2.99 0.30 1.73
C -1.59 0.46 2.11
H -3.05 5.00 1.56
H -3.31 4.54 3.26
H -2.15 3.64 2.25
H -5.23 2.74 4.32
H -3.52 2.24 4.28
H -4.74 1.18 5.00
H -1.52 0.91 3.11
H -1.06 1.09 1.40
H -1.12 -0.52 2.13
C -2.88 10.27 0.72
O -2.13 9.26 1.43
P -1.17 8.18 0.56
O -1.49 6.91 1.24
O 0.20 8.85 1.15
C 0.40 10.26 1.06
O -0.36 7.61 -0.79
C -0.66 8.21 -2.07
H -3.92 10.22 1.03
H -2.48 11.26 0.98
H -2.83 10.15 -0.36
H 0.06 10.73 1.99
H -0.14 10.70 0.22
H 1.46 10.45 0.94
H -0.43 9.28 -2.06
H -1.71 8.07 -2.32
H -0.05 7.73 -2.82
C 4.91 -5.45 0.56
O 4.99 -6.44 -0.50
P 4.34 -7.95 -0.25
O 5.39 -8.83 -0.82
O 3.14 -7.72 -1.32
C 2.33 -6.53 -1.24
O 3.45 -9.07 0.63
C 3.01 -8.68 1.94
H 5.91 -5.05 0.75
H 4.26 -4.64 0.25
H 4.53 -5.88 1.49
H 2.73 -5.77 -1.91
H 2.28 -6.13 -0.23
H 1.32 -6.78 -1.57
H 2.36 -7.81 1.89
H 3.86 -8.46 2.59
H 2.45 -9.51 2.37
C -2.42 -2.85 -0.65
O -1.81 -3.40 -1.86
P -2.29 -4.90 -2.37
O -1.01 -5.54 -2.73
O -3.05 -4.31 -3.69
C -3.96 -3.23 -3.56
O -3.30 -6.24 -2.31
C -4.24 -6.32 -1.22
H -1.62 -2.54 0.02
H -3.01 -1.97 -0.92
H -3.06 -3.58 -0.15
H -3.44 -2.28 -3.74
H -4.43 -3.20 -2.57
H -4.74 -3.34 -4.31
H -4.93 -5.47 -1.24
H -3.71 -6.34 -0.26
H -4.81 -7.24 -1.32

---

80
Properties=species:S:1:pos:R:3 method="wB97M-V/def2-TZVPD" total_energy_ev=-40240.9905 charge=+1
C -2.53 0.16 1.04
N -1.46 -0.70 0.48
C -0.38 -0.97 1.42
C -0.61 -2.21 2.29
C -2.06 -2.40 2.77
N -1.79 -2.94 4.16
C -0.81 -2.11 4.55
N -0.75 -1.37 5.60
C -1.77 -1.29 6.65
C -2.45 0.08 6.71
O -2.75 0.53 7.81
N -2.71 0.67 5.44
C -4.09 1.20 5.36
C -1.71 1.72 5.19
N 0.19 -2.05 3.56
H -2.20 0.69 1.94
H -3.39 -0.46 1.29
H -2.85 0.86 0.29
H -1.03 -0.12 -0.23
H 0.52 -1.17 0.84
H -0.12 -0.12 2.06
H -0.31 -3.09 1.73
H -2.72 -3.00 2.17
H -2.51 -1.43 2.96
H -2.60 -3.09 4.75
H 0.07 -0.79 5.68
H -2.55 -2.02 6.50
H -1.31 -1.51 7.60
H -4.06 2.21 4.97
H -4.68 0.61 4.67
H -4.59 1.22 6.32
H -0.72 1.39 5.50
H -1.68 1.92 4.13
H -1.95 2.64 5.73
H 0.72 -2.90 3.66
C 0.06 3.18 0.37
C 0.92 2.74 -0.80
O 0.42 1.55 -1.40
H 0.02 2.39 1.13
H 0.46 4.08 0.84
H -0.96 3.39 0.05
H 1.94 2.52 -0.47
H 0.97 3.53 -1.55
H -0.47 1.74 -1.72
C 3.51 -5.25 2.05
C 2.11 -5.43 1.48
O 1.71 -4.31 0.70
H 3.56 -4.35 2.66
H 3.79 -6.11 2.66
H 4.24 -5.14 1.25
H 1.38 -5.53 2.28
H 2.06 -6.33 0.87
H 2.33 -4.22 -0.03
C 3.06 4.17 -4.40
C 1.61 4.01 -4.83
O 1.24 2.63 -4.89
H 3.72 3.64 -5.09
H 3.35 5.22 -4.37
H 3.22 3.73 -3.41
H 1.46 4.43 -5.82
H 0.95 4.54 -4.13
H 1.36 2.25 -4.02
C -1.16 -2.66 -2.50
C 0.03 -3.43 -1.97
O 0.68 -4.20 -2.98
H -1.89 -3.34 -2.94
H -1.64 -2.10 -1.69
H -0.85 -1.96 -3.28
H -0.27 -4.14 -1.20
H 0.76 -2.74 -1.52
H 0.97 -3.60 -3.67
C 1.29 3.58 -9.55
C 2.69 4.18 -9.45
O 3.00 4.57 -8.11
H 0.55 4.30 -9.20
H 1.06 3.31 -10.58
H 1.21 2.69 -8.92
H 2.76 5.08 -10.06
H 3.43 3.46 -9.80
H 2.95 3.78 -7.56

---

86
Properties=species:S:1:pos:R:3 method="wB97M-V/def2-TZVPD" total_energy_ev=-136073.4309 charge=-1
C 4.96 3.23 0.81
C 4.23 4.43 0.22
C 3.31 5.10 1.24
S 1.83 5.87 0.54
O 1.71 7.16 1.19
O 1.97 5.86 -0.89
N 0.56 5.02 1.06
S 0.37 3.52 0.67
O -0.39 2.82 1.67
O 1.54 2.86 0.13
Br -1.05 3.56 -1.07
H 4.28 2.38 0.88
H 5.32 3.44 1.83
H 5.82 2.94 0.20
H 4.95 5.16 -0.16
H 3.63 4.10 -0.63
H 3.82 5.94 1.72
H 3.01 4.40 2.01
C 0.72 -2.64 1.31
C -0.11 -1.40 1.65
C -1.56 -1.48 1.16
O -1.74 -1.30 -0.23
C -1.54 -2.45 -1.02
N 0.58 -0.20 1.18
H 1.01 -2.65 0.26
H 1.64 -2.64 1.90
H 0.17 -3.56 1.52
H -0.16 -1.33 2.74
H -2.11 -0.67 1.64
H -2.02 -2.43 1.47
H -1.85 -3.36 -0.51
H -0.49 -2.56 -1.32
H -2.13 -2.33 -1.93
H 0.10 0.63 1.51
H 0.49 -0.15 0.17
C -3.70 -6.29 -0.26
C -3.65 -6.01 -1.76
C -4.16 -7.16 -2.63
O -3.27 -8.25 -2.75
C -3.32 -9.20 -1.70
N -2.29 -5.58 -2.10
H -2.90 -6.96 0.05
H -3.58 -5.36 0.30
H -4.66 -6.74 0.03
H -4.31 -5.16 -1.96
H -4.29 -6.78 -3.65
H -5.14 -7.51 -2.27
H -4.34 -9.31 -1.32
H -2.67 -8.93 -0.87
H -2.99 -10.15 -2.10
H -2.26 -5.26 -3.07
H -1.68 -6.40 -2.08
C 5.93 2.92 -5.51
C 5.06 3.34 -4.33
C 5.76 4.31 -3.36
O 6.72 3.71 -2.52
C 8.00 3.54 -3.07
N 4.55 2.14 -3.66
H 6.68 2.18 -5.21
H 5.31 2.45 -6.28
H 6.45 3.77 -5.95
H 4.20 3.88 -4.73
H 4.99 4.72 -2.70
H 6.21 5.15 -3.91
H 8.26 4.38 -3.74
H 8.10 2.61 -3.63
H 8.72 3.53 -2.24
H 3.86 2.41 -2.96
H 5.30 1.72 -3.14
C -6.15 2.21 4.21
C -5.02 1.73 5.11
C -3.87 1.06 4.36
O -4.14 -0.25 3.91
C -4.82 -0.34 2.67
N -5.59 0.87 6.16
H -6.77 1.38 3.86
H -6.80 2.89 4.76
H -5.76 2.74 3.34
H -4.60 2.60 5.61
H -3.03 0.96 5.05
H -3.53 1.69 3.53
H -4.53 0.48 2.00
H -5.91 -0.33 2.80
H -4.53 -1.28 2.21
H -4.86 0.64 6.84
H -5.83 -0.02 5.74